Model 1:
DFT (ωB97M-V/def2-TZVPD) results for 7 unconnected molecules or ions with the total composition H14O7.

Properties
Lowest unoccupied orbital energy   -0.17 eV
SMILES   O.O.O.O.O.O.O
E_HOMO   -0.3901 Ha
Net charge   0

Bonds (Å) are listed after each position.
Geometry (Å):
1 O 19.89129 -15.39440 0.91060  H2 0.957, H3 0.957
2 H 20.22419 -15.93773 0.19631  O1 0.957
3 H 19.22155 -14.84558 0.50258  O1 0.957
4 O 14.04488 -18.55039 -0.93523  H5 0.957, H6 0.957
5 H 13.48288 -19.00435 -1.56318  O4 0.957
6 H 14.77380 -18.22020 -1.46047  O4 0.957
7 O 18.51489 -16.60696 -2.54206  H8 0.957, H9 0.957
8 H 17.89920 -16.05516 -3.02443  O7 0.957
9 H 18.21561 -16.56330 -1.63391  O7 0.957
10 O 14.88693 -18.90685 1.62094  H11 0.957, H12 0.957
11 H 14.98674 -17.98246 1.84848  O10 0.957
12 H 14.48392 -18.89815 0.75277  O10 0.957
13 O 19.94267 -18.01202 1.68383  H14 0.957, H15 0.957
14 H 20.47421 -18.74216 1.36668  O13 0.957
15 H 19.05305 -18.22144 1.39932  O13 0.957
16 O 17.59756 -17.07139 -0.14807  H17 0.957, H18 0.957
17 H 17.17197 -16.29206 0.20936  O16 0.957
18 H 17.05243 -17.80002 0.14887  O16 0.957
19 O 16.61300 -20.02974 -1.79841  H20 0.957, H21 0.957
20 H 16.37258 -20.84694 -1.36183  O19 0.957
21 H 15.93445 -19.90333 -2.46161  O19 0.957

natural (NBO) population analysis, charges in e, atoms 1 to 5:
1. O -0.93
2. H 0.48
3. H 0.45
4. O -0.95
5. H 0.48

---

Model 2:
DFT (ωB97M-V/def2-TZVPD) results for 7 unconnected molecules or ions with the total composition H14O7.

Properties
Lowest unoccupied orbital energy   0.02 eV
SMILES   O.O.O.O.O.O.O
E_HOMO   -0.3991 Ha
Net charge   0

Bonds (Å) are listed after each position.
Geometry (Å):
1 O 0.11550 -0.25557 -1.04587  H2 0.962, H3 1.046
2 H -0.14271 -0.32849 -0.12241  O1 0.962
3 H 0.67434 0.62860 -1.03054  O1 1.046
4 O -3.71587 -2.28263 -1.66986  H5 0.945, H6 0.908
5 H -4.43661 -1.71242 -1.45140  O4 0.945
6 H -3.78819 -2.55095 -2.53423  O4 0.908
7 O 2.02813 -2.62438 -0.23486  H8 0.987, H9 0.933
8 H 1.39158 -3.13338 -0.79143  O7 0.987
9 H 2.56557 -2.24228 -0.89532  O7 0.933
10 O -3.96645 -0.01045 0.61239  H11 0.939, H12 0.974
11 H -4.14786 0.80686 1.03791  O10 0.939
12 H -3.08917 0.08304 0.19871  O10 0.974
13 O -0.80774 5.30181 -0.30094  H14 0.972, H15 0.987
14 H -0.72833 4.64835 0.41379  O13 0.972
15 H -0.66553 6.20524 0.07115  O13 0.987
16 O 1.15842 -0.86961 4.21063  H17 0.942, H18 1.025
17 H 1.01889 0.06233 4.19832  O16 0.942
18 H 1.69740 -0.88246 5.08242  O16 1.025
19 O 5.16377 0.39095 -1.58418  H20 0.930, H21 0.971
20 H 5.55815 0.41380 -2.42591  O19 0.930
21 H 4.28640 0.80076 -1.64965  O19 0.971

natural (NBO) population analysis, charges in e, atoms 1 to 5:
1. O -0.93
2. H 0.47
3. H 0.46
4. O -0.94
5. H 0.48

---

The structure with the least stability is model 2.

---

Model 1:
DFT (ωB97M-V/def2-TZVPD) results for 7 unconnected molecules or ions with the total composition H14O7.

Properties
Lowest unoccupied orbital energy   0.17 eV
SMILES   O.O.O.O.O.O.O
E_HOMO   -0.3905 Ha
Net charge   0

Bonds (Å) are listed after each position.
Geometry (Å):
1 O -2.95476 2.47159 1.01846  H2 0.957, H3 0.957
2 H -3.70699 2.77254 1.52817  O1 0.957
3 H -2.90295 1.53290 1.19847  O1 0.957
4 O -0.95256 -0.32761 0.11592  H5 0.957, H6 0.957
5 H -0.50026 -0.65457 -0.66173  O4 0.957
6 H -0.81575 0.61948 0.09269  O4 0.957
7 O 0.72230 -1.47798 -2.81467  H8 0.957, H9 0.957
8 H 0.18917 -2.11244 -3.29368  O7 0.957
9 H 1.39890 -1.21378 -3.43808  O7 0.957
10 O 1.73970 1.42921 1.15123  H11 0.957, H12 0.957
11 H 2.21572 1.15934 1.93660  O10 0.957
12 H 1.67595 2.38147 1.22458  O10 0.957
13 O 0.50493 -2.72076 -0.23737  H14 0.957, H15 0.957
14 H 0.27710 -3.64646 -0.15133  O13 0.957
15 H 0.38779 -2.53028 -1.16808  O13 0.957
16 O -0.45814 -0.60158 2.95101  H17 0.957, H18 0.957
17 H 0.00689 0.22303 3.09244  O16 0.957
18 H -0.60381 -0.63584 2.00558  O16 0.957
19 O 1.39523 1.37225 -1.77269  H20 0.957, H21 0.957
20 H 0.99061 0.52525 -1.96004  O19 0.957
21 H 1.39086 1.43427 -0.81751  O19 0.957

natural (NBO) population analysis, charges in e, atoms 1 to 5:
1. O -0.94
2. H 0.47
3. H 0.47
4. O -0.95
5. H 0.48

---

Model 2:
DFT (ωB97M-V/def2-TZVPD) results for 7 unconnected molecules or ions with the total composition H14O7.

Properties
Lowest unoccupied orbital energy   0.27 eV
SMILES   O.O.O.O.O.O.O
E_HOMO   -0.4060 Ha
Net charge   0

Bonds (Å) are listed after each position.
Geometry (Å):
1 O -1.56027 -0.32750 -0.48822  H2 0.969, H3 0.978
2 H -1.59893 0.51909 -0.95760  O1 0.969
3 H -2.39398 -0.78099 -0.72525  O1 0.978
4 O 1.24555 1.69582 -1.92090  H5 0.937, H6 0.982
5 H 1.86313 2.19521 -2.41830  O4 0.937
6 H 1.47024 0.74381 -2.00276  O4 0.982
7 O 0.66036 2.92297 0.69189  H8 0.982, H9 0.958
8 H 0.55369 2.44646 -0.16028  O7 0.982
9 H 1.50185 3.36819 0.58296  O7 0.958
10 O -1.06334 -0.46696 2.37367  H11 0.968, H12 0.934
11 H -1.52600 -0.72903 3.18308  O10 0.968
12 H -1.60050 -0.56226 1.61555  O10 0.934
13 O 1.58086 0.04576 1.20619  H14 0.983, H15 0.981
14 H 1.57486 1.00848 1.00690  O13 0.983
15 H 0.80288 -0.04385 1.79713  O13 0.981
16 O -1.84162 -3.16187 0.08153  H17 0.939, H18 0.960
17 H -1.39708 -3.98944 0.07961  O16 0.939
18 H -1.11768 -2.55130 0.23940  O16 0.960
19 O 1.22803 -1.03005 -1.58178  H20 0.984, H21 0.985
20 H 1.26351 -0.59536 -0.69941  O19 0.984
21 H 0.35444 -0.70716 -1.90343  O19 0.985

natural (NBO) population analysis, charges in e, atoms 1 to 5:
1. O -0.97
2. H 0.49
3. H 0.49
4. O -1.00
5. H 0.48

---

Model 3:
DFT (ωB97M-V/def2-TZVPD) results for 7 unconnected molecules or ions with the total composition H14O7.

Properties
Lowest unoccupied orbital energy   0.08 eV
SMILES   O.O.O.O.O.O.O
E_HOMO   -0.3983 Ha
Net charge   0

Bonds (Å) are listed after each position.
Geometry (Å):
1 O 0.05020 -1.06954 -0.01571  H2 0.964, H3 0.964
2 H -0.24265 -1.61235 0.72496  O1 0.964
3 H 0.18003 -1.70094 -0.73228  O1 0.964
4 O 1.04717 2.23509 2.50959  H5 0.964, H6 0.964
5 H 0.32982 2.24108 3.15331  O4 0.964
6 H 1.83979 2.37268 3.04045  O4 0.964
7 O 1.28599 -4.25086 -2.24227  H8 0.964, H9 0.964
8 H 0.96447 -3.46948 -2.70601  O7 0.964
9 H 0.51547 -4.82776 -2.19268  O7 0.964
10 O 2.08762 1.74738 -1.33708  H11 0.964, H12 0.964
11 H 2.57463 0.94426 -1.12075  O10 0.964
12 H 1.20038 1.58192 -0.99883  O10 0.964
13 O -1.72903 -1.32871 3.12868  H14 0.964, H15 0.964
14 H -2.66096 -1.28556 2.88654  O13 0.964
15 H -1.27156 -1.41992 2.28524  O13 0.964
16 O -1.83687 3.53825 0.61914  H17 0.964, H18 0.964
17 H -1.55108 4.00820 1.41064  O16 0.964
18 H -1.88012 2.61623 0.89662  O16 0.964
19 O -0.40155 -0.18958 -2.73002  H20 0.964, H21 0.964
20 H -0.08917 -0.79808 -3.40909  O19 0.964
21 H -0.41258 0.66769 -3.17044  O19 0.964

natural (NBO) population analysis, charges in e, atoms 1 to 5:
1. O -0.92
2. H 0.45
3. H 0.47
4. O -0.93
5. H 0.46

---

Model 4:
DFT (ωB97M-V/def2-TZVPD) results for 7 unconnected molecules or ions with the total composition H14O7.

Properties
Lowest unoccupied orbital energy   0.05 eV
SMILES   O.O.O.O.O.O.O
E_HOMO   -0.3865 Ha
Net charge   0

Bonds (Å) are listed after each position.
Geometry (Å):
1 O -1.32038 1.51367 1.64829  H2 0.924, H3 0.809
2 H -1.77638 2.30767 1.52329  O1 0.924
3 H -1.61538 1.09967 2.27729  O1 0.809
4 O 0.45762 -3.31333 1.19929  H5 1.050, H6 0.919
5 H 0.97562 -2.56333 0.67729  O4 1.050
6 H 1.09662 -3.78733 1.65829  O4 0.919
7 O 1.05262 2.91767 2.36129  H8 0.970, H9 0.889
8 H 0.29562 2.32467 2.23129  O7 0.970
9 H 1.16262 3.41567 1.63329  O7 0.889
10 O -2.48038 -0.97833 -1.48171  H11 0.964, H12 1.049
11 H -1.64838 -0.62333 -1.14771  O10 0.964
12 H -3.12938 -0.15533 -1.44371  O10 1.049
13 O -0.16238 -0.11933 -0.40371  H14 0.989, H15 0.903
14 H -0.40538 0.60367 0.22629  O13 0.989
15 H 0.59662 -0.60933 -0.40271  O13 0.903
16 O 1.91062 -1.63033 -0.63571  H17 0.953, H18 0.990
17 H 2.83362 -1.58533 -0.40471  O16 0.953
18 H 1.63462 -2.12633 -1.44671  O16 0.990
19 O 0.29462 1.53267 -2.73671  H20 1.021, H21 1.013
20 H -0.11338 0.86567 -3.39371  O19 1.021
21 H 0.34062 0.91067 -1.93871  O19 1.013

natural (NBO) population analysis, charges in e, atoms 1 to 5:
1. O -0.91
2. H 0.49
3. H 0.46
4. O -0.96
5. H 0.48

---

The structure with the least stability is model 4.